DFT (wB97M-V/def2-TZVPD) results for a structure of composition C17H17Cl51 in a non-equilibrium geometry.

Positions of all 85 atoms, in Å:
C  3.5336  -2.3111  0.5295
Cl  2.8653  -3.7295  -0.1767
Cl  3.7594  -1.0874  -0.7111
Cl  5.1420  -2.7186  1.1802
H  2.8727  -2.0073  1.3412
C  3.6576  -3.0486  -5.2039
Cl  4.1833  -4.6975  -5.7857
Cl  4.8097  -2.5156  -3.9912
Cl  2.0281  -3.1530  -4.3865
H  3.6111  -2.2739  -5.9692
C  -0.1455  -0.2867  0.0425
Cl  0.2501  -0.9315  -1.5905
Cl  1.1520  0.7652  0.5625
Cl  -0.2097  -1.6982  1.0805
H  -1.1176  0.2026  -0.0191
C  3.4395  -5.6463  4.7308
Cl  2.2773  -5.2421  3.4581
Cl  3.1858  -4.5716  6.1658
Cl  5.1691  -5.6200  4.2088
H  3.1321  -6.6095  5.1379
C  -4.5966  -1.6425  -1.2225
Cl  -4.0538  -2.6925  0.0179
Cl  -6.2516  -1.9658  -1.6575
Cl  -3.7019  -1.8447  -2.7672
H  -4.5670  -0.5991  -0.9086
C  0.3657  -0.2827  4.6598
Cl  -1.0564  0.2772  3.7920
Cl  0.0220  -0.3303  6.5030
Cl  1.7237  0.7249  4.4000
H  0.5679  -1.1840  4.0812
C  -2.7119  -0.7030  -6.4098
Cl  -4.1463  -0.0972  -5.4690
Cl  -2.8584  -2.4830  -6.7102
Cl  -1.3506  -0.3421  -5.3529
H  -2.7027  -0.2079  -7.3808
C  -3.7389  5.2449  3.4175
Cl  -2.9970  3.7404  2.8015
Cl  -4.9319  5.7094  2.2368
Cl  -2.5724  6.5515  3.7414
H  -4.3315  5.1042  4.3214
C  5.6923  1.2155  -2.3331
Cl  4.8944  2.7904  -2.5342
Cl  6.3322  0.9971  -0.6328
Cl  7.0082  0.8793  -3.5488
H  5.0002  0.3972  -2.5316
C  1.1700  4.9705  5.2920
Cl  2.3136  4.1518  6.3980
Cl  -0.0657  5.9536  6.1280
Cl  0.3046  3.9180  4.3297
H  1.6662  5.6512  4.6003
C  1.7516  1.2978  -5.6683
Cl  1.8126  2.9362  -5.0770
Cl  2.6360  0.2701  -4.5428
Cl  2.5198  1.0691  -7.3373
H  0.6996  1.0151  -5.6316
C  0.2869  4.7620  -0.0505
Cl  0.7565  6.1316  0.9537
Cl  1.6816  3.8936  -0.6335
Cl  -0.7728  5.3065  -1.2993
H  -0.3208  4.1653  0.6297
C  -1.8518  -6.2061  2.8215
Cl  -3.4938  -6.2688  2.0841
Cl  -1.5190  -4.5109  3.0211
Cl  -0.6734  -7.0584  1.6928
H  -1.9206  -6.7317  3.7740
C  -0.2846  -5.1084  -1.8392
Cl  -0.8554  -4.1063  -3.1772
Cl  -0.5763  -6.8110  -2.0867
Cl  -0.7196  -4.5898  -0.2774
H  0.7975  -5.0455  -1.9543
C  -4.0280  3.0139  -2.4638
Cl  -5.7140  2.4484  -2.5439
Cl  -2.9659  1.8836  -1.4827
Cl  -3.8976  4.6682  -1.8467
H  -3.7575  2.9276  -3.5162
C  -7.2672  1.8372  1.0752
Cl  -5.4722  1.9155  0.8808
Cl  -8.0066  0.3057  0.6190
Cl  -7.8512  3.2719  0.3032
H  -7.4270  1.9128  2.1507
C  4.3787  2.8854  2.7345
Cl  4.3617  3.6334  1.0670
Cl  4.9228  4.0613  3.9818
Cl  5.4166  1.4294  2.8281
H  3.3306  2.6730  2.9455

Atomic forces in eV per Å
0.9 0.0 0.2
-0.7 -1.0 -0.4
-0.4 0.2 0.1
-0.1 0.2 0.4
0.3 0.4 -0.2
-0.4 -0.8 1.0
-0.6 1.4 0.0
0.3 0.2 0.0
0.8 -0.1 -0.8
-0.1 -0.6 -0.2
0.6 -0.8 -0.9
-0.3 0.5 0.0
-0.3 0.4 0.2
-0.3 0.0 0.6
0.3 0.0 0.2
0.0 0.3 0.8
0.5 0.0 0.0
0.3 -0.1 -0.6
-1.4 -0.1 0.2
0.6 0.0 -0.5
-0.2 0.6 -1.3
0.5 -0.4 0.7
-1.1 -0.2 0.2
0.5 0.2 0.8
0.4 -0.2 0.0
-0.8 -0.1 0.6
-0.6 0.6 0.2
0.3 -0.5 -2.0
1.0 0.7 -0.1
0.1 -0.6 1.4
-1.1 -0.6 0.9
0.2 -0.2 -1.1
0.1 1.1 0.2
0.3 -0.2 -0.5
0.3 0.0 0.4
-0.1 0.1 0.0
0.2 0.4 0.7
-0.5 0.5 -0.6
-0.2 -0.6 -0.2
0.7 -0.5 0.0
0.8 -0.6 0.3
0.5 -0.7 0.0
-0.3 0.4 -1.4
-0.7 0.6 0.7
-0.1 0.4 0.3
0.5 1.6 0.8
-0.5 0.5 -0.4
0.5 0.3 0.7
-1.0 -2.2 -1.6
0.5 -0.1 0.6
0.6 -0.3 -0.4
0.1 0.5 -0.3
0.0 -0.3 0.1
-1.0 0.4 1.3
0.4 -0.2 -0.7
-0.3 0.0 1.1
0.4 0.4 0.3
-0.2 0.0 -0.3
-0.2 0.1 -0.8
0.3 -0.4 -0.3
-0.6 -0.7 -1.4
0.4 -0.4 0.2
0.7 0.3 0.3
-0.8 0.4 1.4
0.4 0.2 -0.3
1.9 -0.1 -1.2
-0.6 0.0 0.1
-0.6 -0.6 -0.2
-0.6 0.6 0.4
-0.1 0.2 0.3
-0.1 -0.5 0.0
0.2 0.0 0.4
-0.7 0.7 -0.7
-0.3 -0.7 -0.3
0.7 0.3 0.4
1.0 0.0 1.1
-0.4 -0.7 0.1
0.2 0.4 -0.4
-0.9 0.2 -0.4
0.0 0.1 -0.3
0.4 0.6 -0.3
0.4 -0.6 1.4
-0.2 -0.4 -0.7
-0.7 0.6 -0.2
0.3 -0.3 0.0

Its HOMO energy is -10.7 eV. As for the energy relative to the best compared isomer or geometry (same formula, charge and spin): 2.612 eV. The calculation puts the total energy at -24127.60887 a.u.

Partial charges, Löwdin, in e: atom 1 (C): -1.545, atom 2 (Cl): 0.556, atom 3 (Cl): 0.507, atom 4 (Cl): 0.517, atom 5 (H): 0.004, atom 6 (C): -1.444, atom 7 (Cl): 0.489, atom 8 (Cl): 0.504, atom 9 (Cl): 0.435, atom 10 (H): 0.006, atom 11 (C): -1.474, atom 12 (Cl): 0.480, atom 13 (Cl): 0.527, atom 14 (Cl): 0.492, atom 15 (H): -0.005, atom 16 (C): -1.479, atom 17 (Cl): 0.502, atom 18 (Cl): 0.477, atom 19 (Cl): 0.502, atom 20 (H): 0.008, atom 21 (C): -1.577, atom 22 (Cl): 0.575, atom 23 (Cl): 0.525, atom 24 (Cl): 0.454, atom 25 (H): -0.031, atom 26 (C): -1.492, atom 27 (Cl): 0.504, atom 28 (Cl): 0.461, atom 29 (Cl): 0.544, atom 30 (H): -0.005, atom 31 (C): -1.423, atom 32 (Cl): 0.450, atom 33 (Cl): 0.505, atom 34 (Cl): 0.549, atom 35 (H): 0.026, atom 36 (C): -1.519, atom 37 (Cl): 0.477, atom 38 (Cl): 0.530, atom 39 (Cl): 0.515, atom 40 (H): 0.019, atom 41 (C): -1.464, atom 42 (Cl): 0.513, atom 43 (Cl): 0.447, atom 44 (Cl): 0.488, atom 45 (H): -0.079, atom 46 (C): -1.581, atom 47 (Cl): 0.515, atom 48 (Cl): 0.496, atom 49 (Cl): 0.542, atom 50 (H): 0.017, atom 51 (C): -1.490, atom 52 (Cl): 0.551, atom 53 (Cl): 0.509, atom 54 (Cl): 0.471, atom 55 (H): -0.076, atom 56 (C): -1.594, atom 57 (Cl): 0.524, atom 58 (Cl): 0.502, atom 59 (Cl): 0.542, atom 60 (H): 0.000, atom 61 (C): -1.446, atom 62 (Cl): 0.486, atom 63 (Cl): 0.507, atom 64 (Cl): 0.445, atom 65 (H): 0.023, atom 66 (C): -1.609, atom 67 (Cl): 0.499, atom 68 (Cl): 0.563, atom 69 (Cl): 0.510, atom 70 (H): -0.025, atom 71 (C): -1.442, atom 72 (Cl): 0.510, atom 73 (Cl): 0.470, atom 74 (Cl): 0.518, atom 75 (H): 0.009, atom 76 (C): -1.533, atom 77 (Cl): 0.447, atom 78 (Cl): 0.550, atom 79 (Cl): 0.547, atom 80 (H): 0.011, atom 81 (C): -1.441, atom 82 (Cl): 0.453, atom 83 (Cl): 0.496, atom 84 (Cl): 0.503, atom 85 (H): -0.030

=====

DFT (wB97M-V/def2-TZVPD) results for a structure of composition C17H17ClF4N2Os.

Positions of all 42 atoms, in Å:
Os  -0.1125  -0.5071  -0.3696
C  -2.9966  -0.8192  0.6165
N  -2.2120  -0.1866  -0.4749
C  -2.8444  -0.5612  -1.7675
C  -2.3375  1.3082  -0.3602
C  -1.4080  1.8390  0.7007
N  -0.1080  1.1901  0.4631
C  1.0687  1.7971  0.9499
C  2.2737  1.2933  0.4757
F  2.1944  0.2357  -0.3976
C  3.5018  1.7939  0.8416
F  4.5979  1.2505  0.3317
C  3.5661  2.8448  1.7359
C  2.3841  3.3535  2.2425
F  2.4073  4.3420  3.1145
C  1.1461  2.8427  1.8686
F  0.0465  3.3507  2.4190
H  -4.0336  -0.4851  0.5537
H  -2.5924  -0.5379  1.5856
H  -2.9749  -1.9000  0.5046
H  -3.8538  -0.1473  -1.7991
H  -2.9144  -1.6395  -1.8653
H  -2.2665  -0.1442  -2.5895
H  -3.3795  1.5701  -0.1693
H  -2.0476  1.7258  -1.3257
H  -1.7453  1.6317  1.7182
H  -1.3197  2.9196  0.5998
H  4.5194  3.2525  2.0442
Cl  2.0321  -1.3754  -3.9282
C  1.4575  -1.9585  -2.4600
C  0.0643  -2.1168  -2.2759
C  -0.4246  -2.6002  -1.0443
C  0.4990  -2.5389  0.0487
C  -0.0727  -1.9739  1.2293
C  1.9266  -2.6030  -0.2141
C  2.3942  -2.3541  -1.4595
H  -0.5799  -2.0114  -3.1376
H  -1.4413  -2.9337  -0.9007
H  0.5937  -1.7161  2.0447
H  -1.0672  -2.2601  1.5384
H  2.6090  -2.8052  0.6026
H  3.4502  -2.3658  -1.6905

Atomic forces in eV per Å
0.3 0.0 -0.3
-0.1 0.1 0.0
0.1 0.0 0.1
0.0 0.0 -0.1
0.1 0.0 0.0
-0.1 0.0 0.1
0.0 -0.1 0.0
-0.1 0.0 0.0
0.1 0.1 0.0
-0.2 -0.1 0.1
0.0 -0.1 -0.1
0.0 0.0 0.0
-0.1 0.0 0.1
0.0 0.0 0.0
0.0 0.0 0.0
0.0 0.1 0.0
0.1 0.0 0.0
0.0 0.0 0.0
0.0 0.0 0.0
0.0 0.0 0.0
0.0 0.0 0.0
0.0 -0.1 0.0
0.0 0.0 0.0
0.0 0.0 0.0
0.0 0.0 0.0
0.0 0.0 0.0
0.0 0.0 0.0
0.0 0.0 0.0
0.0 0.0 -0.1
-0.1 0.0 0.1
0.0 -0.1 0.2
0.2 0.2 0.0
0.0 -0.2 -0.1
0.1 0.2 0.2
-0.1 0.0 0.1
-0.1 0.0 -0.1
0.0 0.0 0.0
0.0 0.0 -0.1
0.0 0.0 0.0
0.0 0.0 0.0
0.0 0.0 0.0
0.0 0.0 0.0

As for the charge: +2. Its HOMO energy (alpha / beta) is -15.4 / -15.4 eV. As for the energy relative to the best compared isomer or geometry (same formula, charge and spin): 0.000 eV. The calculation puts the total energy at -1717.15751 a.u.

Partial charges, Löwdin, in e: atom 1 (Os): 1.477, atom 2 (C): -0.046, atom 3 (N): -0.368, atom 4 (C): -0.049, atom 5 (C): -0.156, atom 6 (C): -0.157, atom 7 (N): -0.135, atom 8 (C): -0.124, atom 9 (C): -0.115, atom 10 (F): 0.020, atom 11 (C): -0.197, atom 12 (F): 0.144, atom 13 (C): 0.139, atom 14 (C): -0.183, atom 15 (F): 0.162, atom 16 (C): -0.125, atom 17 (F): 0.134, atom 18 (H): 0.118, atom 19 (H): 0.098, atom 20 (H): 0.093, atom 21 (H): 0.119, atom 22 (H): 0.094, atom 23 (H): 0.100, atom 24 (H): 0.148, atom 25 (H): 0.136, atom 26 (H): 0.138, atom 27 (H): 0.145, atom 28 (H): 0.164, atom 29 (Cl): 0.888, atom 30 (C): -0.641, atom 31 (C): -0.140, atom 32 (C): -0.160, atom 33 (C): -0.381, atom 34 (C): -0.024, atom 35 (C): 0.027, atom 36 (C): -0.062, atom 37 (H): 0.124, atom 38 (H): 0.126, atom 39 (H): 0.102, atom 40 (H): 0.076, atom 41 (H): 0.152, atom 42 (H): 0.139

=====

- Which of these has the lowest energy relative to the best compared isomer or geometry (same formula, charge and spin)?
  C17H17ClF4N2Os

=====

- Which of these has the highest energy relative to the best compared isomer or geometry (same formula, charge and spin)?
  C17H17Cl51

=====

- Which of these has the highest energy relative to the best compared isomer or geometry (same formula, charge and spin)?
  C17H17Cl51

=====

- What is the formula in the first record?
  C17H17Cl51